{"formula": "CH2NO4S", "method": "ωB97M-V with the def2-TZVPD basis set", "homo_energy_ev": [-3.34, -3.33], "de_lowest_kcal_mol": 126.5, "e_lumo_ev": [3.427, 3.425], "homo_lumo_gap_ev": [6.8, 6.8], "mol_weight_da": 124.10, "charge": -1, "elements": ["O", "S", "O", "H", "H", "O", "O", "C", "N"], "positions_angstrom": [[0.0648, -2.0293, 1.1706], [-0.2621, -1.5325, -0.1840], [-2.4443, 0.3713, -1.5632], [-0.3598, 0.9799, -0.3852], [0.9681, -1.3954, -0.8435], [-3.3518, -0.2352, 0.3340], [-1.1522, 0.7216, 1.6064], [-1.1268, 0.4955, 0.4350], [-2.3443, 0.1459, -0.2976]], "forces_ev_per_angstrom": [[0.5, -0.7, 1.6], [-0.5, -0.7, -1.2], [1.2, -0.6, 3.0], [-2.0, -0.6, 1.8], [-0.3, 0.6, 0.2], [2.2, 0.4, -0.7], [0.0, -0.3, 1.3], [3.4, 1.6, -3.4], [-4.5, 0.1, -2.7]]}